Below is an isolated ion of composition C5H10NO and charge +1, with properties calculated with ωB97M-V/def2-TZVPD.

Bonds (Å) are listed after each position.
Positions of all 17 atoms, in Å:
1 C -1.443 -0.923 -1.451  C2 1.284, H8 1.043, H9 1.047
2 C -0.515 -0.422 -0.719  C1 1.284, N3 1.521, C4 1.477
3 N 0.163 0.805 -1.309  C2 1.521, H10 1.057, H11 1.031, H12 1.067
4 C 0.485 -1.038 0.177  C2 1.477, C5 1.544, H13 1.133, H14 1.086
5 C 0.633 -0.163 1.440  C4 1.544, C6 1.603, H15 1.025, H16 1.050
6 C 0.122 1.351 1.577  C5 1.603, O7 1.241, H17 1.127
7 O 0.442 2.304 0.849  C6 1.241
8 H -2.404 -0.522 -1.519  C1 1.043
9 H -1.129 -1.854 -1.814  C1 1.047
10 H 0.464 1.398 -0.487  N3 1.057
11 H 0.875 0.348 -1.899  N3 1.031
12 H -0.560 1.355 -1.870  N3 1.067
13 H 0.013 -1.984 0.587  C4 1.133
14 H 1.526 -1.248 -0.049  C4 1.086
15 H 1.630 -0.127 1.677  C5 1.025
16 H 0.146 -0.601 2.260  C5 1.050
17 H -0.448 1.321 2.549  C6 1.127

Calculated values
Kohn-Sham gap in Ha: 0.33821
SMILES: C=C([NH3+])CCC=O
LUMO energy in eV: -4.73
Energy relative to the best compared isomer or geometry (same formula, charge and spin) in eV: 4.786
HOMO in Ha: -0.51219
Total charge: +1